1.
Molecular formula: C5H10MgO3
Method: DFT, ωB97M-V/def2-TZVPD

The value obtained for the HOMO energy is -7.82 eV. As for the frontier orbital gap: 8.07 eV.

Element x y z (Å)
O: 0.2876 -1.4148 -0.9003
C: 0.2960 -2.6851 -1.2444
C: -0.1101 -3.7181 -0.4783
O: -0.4724 0.1323 2.3707
C: -0.9371 1.4391 2.4574
C: -0.1635 2.3678 1.5256
O: -0.0788 1.7094 0.2542
C: 0.5423 2.4672 -0.7708
Mg: 0.0654 -0.3071 0.5985
H: 0.6588 -2.9092 -2.2633
H: 0.0079 -4.7387 -0.8428
H: -0.5681 -3.5590 0.5011
H: -0.8404 1.8531 3.4796
H: -2.0127 1.5064 2.1920
H: 0.8623 2.5384 1.8937
H: -0.6687 3.3378 1.4003
H: 0.6195 1.8253 -1.6555
H: -0.0693 3.3490 -1.0068
H: 1.5459 2.7892 -0.4547

2.
Molecular formula: C5H10N
Method: DFT, ωB97M-V/def2-TZVPD

The value obtained for the HOMO energy (alpha / beta) is -13.98 / -13.98 eV. As for the frontier orbital gap (alpha / beta): 8.27 / 8.27 eV. Its net charge is +1.

Element x y z (Å)
C: 0.7027 -0.6159 -0.4069
C: 1.6612 -0.0071 0.4062
C: -0.4208 -1.0272 0.3469
C: 2.9749 0.5161 -0.1363
C: -2.9598 0.9235 -0.2421
N: -2.7322 -0.2947 0.0085
H: 0.8439 -0.7729 -1.4595
H: -1.0689 -1.9647 0.0394
H: -0.6224 -0.7970 1.3185
H: 2.7410 1.2928 -0.9582
H: 3.4701 -0.2159 -0.5797
H: 3.6378 1.0638 0.6657
H: -3.9624 1.1859 -0.2258
H: 1.4156 0.0193 1.4530
H: -2.2757 1.7270 -0.3778
H: -3.4050 -1.0330 0.1481

3.
Molecular formula: C5H10N
Method: DFT, ωB97M-V/def2-TZVPD

The value obtained for the HOMO energy is -13.72 eV. As for the frontier orbital gap: 8.79 eV. Its net charge is +1.

Element x y z (Å)
C: -1.6793 0.8634 0.6161
C: -1.7954 -0.2650 -0.0196
C: 0.9981 0.1520 1.2010
C: -1.8203 -1.3551 -0.7079
C: 1.3463 -0.1628 -0.2058
N: 1.7809 0.6367 -1.1798
H: -0.8857 1.5836 0.4142
H: 1.3628 1.2162 1.4222
H: -0.0583 0.1430 1.2065
H: 1.3153 -0.7101 1.6948
H: -1.1814 -2.1284 -0.4338
H: -2.3281 -1.5204 -1.5554
H: 1.3766 -1.2107 -0.6396
H: 2.0744 1.6198 -1.1166
H: -2.3827 0.9860 1.4452
H: 1.8768 0.1516 -2.1417

Copy entry 1 word for word.
Molecular formula: C5H10MgO3
Method: DFT, ωB97M-V/def2-TZVPD

The value obtained for the HOMO energy is -7.82 eV. As for the frontier orbital gap: 8.07 eV.

Element x y z (Å)
O: 0.2876 -1.4148 -0.9003
C: 0.2960 -2.6851 -1.2444
C: -0.1101 -3.7181 -0.4783
O: -0.4724 0.1323 2.3707
C: -0.9371 1.4391 2.4574
C: -0.1635 2.3678 1.5256
O: -0.0788 1.7094 0.2542
C: 0.5423 2.4672 -0.7708
Mg: 0.0654 -0.3071 0.5985
H: 0.6588 -2.9092 -2.2633
H: 0.0079 -4.7387 -0.8428
H: -0.5681 -3.5590 0.5011
H: -0.8404 1.8531 3.4796
H: -2.0127 1.5064 2.1920
H: 0.8623 2.5384 1.8937
H: -0.6687 3.3378 1.4003
H: 0.6195 1.8253 -1.6555
H: -0.0693 3.3490 -1.0068
H: 1.5459 2.7892 -0.4547